C15H15ClN2O6 in the gas phase at a distorted geometry. Source: the Open Molecules 2025 dataset; level of theory: the ωB97M-V functional and the def2-TZVPD basis.

Geometry (Å):
1 C 2.576956 -4.502821 -1.982141
2 C 2.855401 -3.319183 -2.889531
3 C 1.607438 -2.518161 -3.381062
4 C 1.056145 -1.644788 -2.279559
5 C -0.288545 -1.270581 -2.188858
6 Cl -1.316736 -1.699533 -3.506751
7 C -0.764245 -0.439380 -1.165806
8 C 0.112818 0.043735 -0.151387
9 C -0.314392 0.951138 0.898701
10 O 0.401230 1.327000 1.804272
11 N -1.658883 1.311147 0.911852
12 C -2.282985 1.996366 2.058753
13 C -1.802917 3.453538 2.051011
14 C -1.273721 3.887795 3.422197
15 N -0.262862 3.259544 4.096581
16 O -1.610980 4.972911 3.806093
17 C -3.843459 1.972239 2.098277
18 O -4.398945 1.867087 3.194550
19 O -4.549376 1.913509 0.905968
20 C 1.461261 -0.338521 -0.236708
21 C 1.928576 -1.176347 -1.243159
22 C 3.373899 -1.534886 -1.328097
23 O 4.166096 -0.908334 -0.595352
24 O 3.797769 -2.445871 -2.248552
25 H 1.864719 -5.175956 -2.473447
26 H 2.132578 -4.252785 -1.000238
27 H 3.481048 -5.085144 -1.831533
28 H 3.359484 -3.699953 -3.782820
29 H 1.895048 -1.903785 -4.214011
30 H 0.872006 -3.190388 -3.763580
31 H -1.801665 -0.238571 -1.228672
32 H -2.305080 0.877353 0.200455
33 H -1.922186 1.532067 3.019635
34 H -0.995925 3.603636 1.297680
35 H -2.627265 4.105669 1.739317
36 H 0.240877 3.839743 4.760605
37 H 0.197953 2.481075 3.576138
38 H -5.474426 1.842761 1.150288
39 H 2.113291 0.106674 0.498888

Atomic forces in eV per Å
C -0.79 -0.31 0.12
C -0.90 0.30 -0.19
C 1.02 -0.10 1.35
C 0.35 0.17 1.31
C 0.86 0.66 0.31
Cl -0.49 -0.07 -0.01
C 1.60 -0.58 0.13
C 0.16 -1.51 -2.73
C -2.48 0.69 1.50
O 0.75 0.18 0.21
N -1.28 -1.49 -1.50
C 0.62 -0.18 -0.43
C 0.33 -0.29 0.25
C 1.11 1.28 -0.57
N 0.05 -2.04 -1.59
O -1.15 1.58 0.79
C -0.82 -1.78 1.89
O 1.00 0.71 -2.72
O 1.93 0.38 1.07
C -0.57 0.43 0.20
C -1.11 -0.82 -1.42
C 1.94 1.93 1.78
O -1.59 -2.24 -2.30
O 0.09 0.96 0.81
H 0.05 0.11 -0.01
H 0.32 0.16 -0.46
H 0.17 0.12 0.15
H 0.13 0.21 0.19
H 0.26 0.46 -0.45
H -0.56 -0.55 -0.09
H -0.81 0.40 0.16
H 1.15 0.87 1.38
H -0.65 0.16 -1.02
H -0.45 -0.30 0.65
H 0.34 0.15 0.46
H -0.24 -0.35 -0.32
H -0.21 0.98 0.91
H -0.47 -0.01 0.21
H 0.34 -0.28 0.01

- Strongest force on any atom: 3.6 eV/A
- HOMO level: -9.424 eV
- SMILES: C[C@H]1Cc2c(Cl)cc(C(=O)N[C@@H](CC(N)=O)C(=O)O)cc2C(=O)O1
- E_LUMO: -0.7 eV

***

A gas-phase ion, C15H15F6N2O6S (charge -1) at a distorted geometry. Source: the Open Molecules 2025 dataset; level of theory: the ωB97M-V functional and the def2-TZVPD basis.

Geometry (Å):
1 C -5.045033 -2.751994 -0.249281
2 C -4.169295 -2.376478 0.906474
3 O -2.966902 -3.225753 0.769378
4 C -1.853247 -2.552593 1.009223
5 O -1.739741 -1.334802 1.060198
6 N -0.756514 -3.497571 1.337683
7 N 0.412412 -2.898461 1.013751
8 C 1.002267 -3.331270 -0.124716
9 O 2.207862 -3.131676 -0.321294
10 O 0.225777 -3.916815 -1.070963
11 C 1.064814 -4.067750 -2.217205
12 C 0.310164 -4.534024 -3.417626
13 C -0.760150 -3.717439 2.745639
14 C 0.298936 -2.890937 3.472035
15 C 1.007564 -3.403180 4.548542
16 C 1.950169 -2.617791 5.233180
17 C 2.161127 -1.303127 4.824450
18 C 2.972767 -0.377806 5.699135
19 F 3.630766 0.576692 4.975687
20 F 2.199681 0.299003 6.612985
21 F 3.913187 -1.052572 6.424437
22 C 1.563597 -0.809046 3.665400
23 C 0.593987 -1.592586 3.043601
24 S -0.552698 -5.537355 2.929884
25 O -1.088263 -5.777358 4.247786
26 O 0.792336 -5.897160 2.532807
27 C -1.691865 -6.465488 1.699744
28 F -1.878613 -7.706958 2.202400
29 F -1.194797 -6.558468 0.458741
30 F -2.879746 -5.821127 1.666645
31 H -6.074728 -2.407249 -0.113204
32 H -4.623743 -2.235505 -1.119848
33 H -5.034541 -3.831011 -0.437034
34 H -4.566862 -2.606388 1.900353
35 H -3.868657 -1.324633 0.835966
36 H 1.872694 -4.762691 -1.964162
37 H 1.517618 -3.101316 -2.459551
38 H 1.049136 -4.693842 -4.200776
39 H -0.231361 -5.465188 -3.267095
40 H -0.383197 -3.774337 -3.774847
41 H -1.750683 -3.512150 3.181278
42 H 0.839784 -4.415429 4.899999
43 H 2.472333 -3.049505 6.083480
44 H 1.762586 0.175972 3.251043
45 H 0.066109 -1.120988 2.217456

Atomic forces in eV per Å
C -0.24 0.19 -0.46
C 0.58 -0.56 -0.12
O -0.90 1.12 0.34
C 1.47 0.53 1.18
O -0.46 -1.69 -0.58
N -3.06 1.45 -1.47
N 3.28 -0.58 -2.42
C 0.67 1.25 2.64
O -0.46 0.03 -0.21
O 0.24 -0.21 -0.98
C 0.09 -0.25 -0.38
C -0.34 -0.16 -0.32
C -0.79 -0.22 0.22
C 0.30 -0.50 0.87
C 0.34 0.22 0.22
C -0.55 0.11 -0.21
C 0.57 0.05 0.37
C 0.35 -0.06 -0.12
F -0.37 -0.51 0.58
F 0.55 -0.44 -0.62
F -0.46 0.55 -0.30
C -0.88 -0.60 0.33
C -0.06 1.09 -0.20
S 1.50 0.95 0.36
O -0.03 -1.00 -0.13
O -1.13 -0.33 0.36
C -0.19 0.65 -0.17
F 0.14 0.80 -0.41
F -0.40 0.00 1.17
F 0.61 -0.73 -0.03
H 0.10 -0.06 0.01
H -0.25 -0.30 -0.08
H -0.07 0.22 0.13
H -0.10 0.06 -0.20
H -0.10 -0.39 0.24
H -0.08 0.15 -0.14
H 0.07 -0.21 0.14
H 0.00 -0.08 -0.21
H -0.07 -0.10 0.10
H -0.16 0.02 0.02
H 0.18 -0.27 -0.04
H 0.05 0.12 -0.10
H -0.11 0.27 -0.10
H 0.05 -0.14 0.35
H 0.12 -0.45 0.37

- Strongest force on any atom: 4.1 eV/A
- HOMO level: -4.151 eV
- SMILES: CCOC(=O)N(/N=C(/[O-])OCC)[C@H](c1ccc(C(F)(F)F)cc1)S(=O)(=O)C(F)(F)F
- E_LUMO: 2.8 eV
- Net charge: -1

***

A molecular structure, C15H15FeN3O2S. Source: the Open Molecules 2025 dataset; level of theory: the ωB97M-V functional and the def2-TZVPD basis.

Geometry (Å):
1 Fe -0.001111 0.491797 -0.094806
2 N 0.409045 -1.350024 1.012909
3 C -0.716244 -2.011693 1.705957
4 C -1.993864 -1.938447 0.868232
5 C -2.552013 -0.509066 0.823982
6 O -3.483114 -0.195382 1.545449
7 O -1.923988 0.314501 0.042335
8 H 0.726450 -1.930500 0.239648
9 H 1.200826 -1.243206 1.638882
10 H -0.874146 -1.499222 2.657379
11 H -0.471465 -3.052840 1.934594
12 H -2.745832 -2.585282 1.316051
13 H -1.783522 -2.298153 -0.142129
14 S 1.174708 2.253024 1.171621
15 C -0.440936 2.556156 1.658205
16 N -1.198086 3.414401 0.922189
17 C -2.525491 3.615275 1.103407
18 C -3.181270 2.961725 2.099114
19 C -2.438338 2.104342 2.929110
20 C -1.094055 1.923861 2.732692
21 H -0.721916 3.875438 0.157503
22 H -2.997460 4.294207 0.409937
23 H -4.244343 3.088752 2.221783
24 H -2.937112 1.563259 3.720818
25 H -0.514553 1.263925 3.360648
26 N 2.950269 -1.455956 -6.677140
27 C 2.501885 -1.125640 -5.671473
28 C 1.942866 -0.714000 -4.417599
29 C 2.780210 -0.341124 -3.367908
30 C 2.220170 0.049828 -2.161767
31 C 0.836239 0.087517 -1.934615
32 C 0.036013 -0.289122 -3.022590
33 C 0.559745 -0.684199 -4.242425
34 H 3.853430 -0.357390 -3.505977
35 H 2.905172 0.348231 -1.371749
36 H -1.045854 -0.276139 -2.920286
37 H -0.089596 -0.967286 -5.060556

Atomic forces in eV per Å
Fe 0.12 -0.11 -0.52
N 0.12 -0.08 0.01
C -0.08 0.07 -0.03
C -0.05 0.02 0.03
C 0.20 -0.11 0.19
O -0.16 -0.08 0.01
O 0.01 0.12 0.07
H 0.00 -0.02 0.06
H -0.03 0.00 0.00
H 0.01 0.01 -0.01
H -0.05 0.03 -0.03
H -0.02 0.01 0.01
H -0.01 0.04 -0.03
S 0.03 0.03 0.07
C -0.17 0.05 -0.04
N 0.04 -0.09 0.14
C 0.03 -0.08 0.09
C 0.11 0.04 -0.05
C -0.04 0.02 0.00
C -0.06 0.15 -0.04
H 0.01 -0.04 -0.01
H -0.02 0.01 0.01
H -0.02 -0.01 0.02
H -0.03 0.01 -0.01
H 0.02 -0.01 -0.02
N 0.02 -0.02 -0.04
C 0.03 -0.02 -0.10
C -0.06 0.03 0.12
C -0.11 -0.01 -0.04
C 0.10 0.07 0.09
C 0.14 0.03 0.03
C -0.20 -0.01 0.02
C 0.11 0.01 0.00
H 0.01 0.00 -0.01
H -0.02 -0.01 0.01
H 0.02 0.00 0.01
H 0.00 -0.01 -0.02

- Strongest force on any atom: 0.5 eV/A
- HOMO level (alpha / beta): -8.081 / -8.160 eV
- Energy relative to the best compared isomer or geometry (same formula, charge and spin): 0.000 eV
- E_LUMO (alpha / beta): -0.5 / -0.7 eV
- 2S+1: 5

***

A molecular structure, C15H15IN2O3Ta. Source: the Open Molecules 2025 dataset; level of theory: the ωB97M-V functional and the def2-TZVPD basis.

Geometry (Å):
1 Ta -0.100010 -1.973427 0.470653
2 C 4.357278 -0.665169 0.945315
3 C 3.427034 0.296209 0.288500
4 N 3.943008 1.488262 -0.098690
5 C 3.228598 2.405479 -0.709326
6 C 1.861444 2.252219 -1.016096
7 C 1.130409 3.357444 -1.734704
8 O 1.953700 4.479631 -1.722716
9 C 1.267726 1.027393 -0.618143
10 C -0.093620 0.790128 -0.862989
11 N -0.721267 -0.325885 -0.495005
12 C -2.075631 -0.708562 -0.678495
13 C -3.160654 0.076591 -0.304622
14 C -4.426885 -0.489709 -0.273315
15 C -4.615083 -1.854222 -0.504071
16 C -3.547550 -2.670452 -0.827974
17 C -2.273743 -2.095951 -0.940369
18 I -0.774401 -3.337373 -1.851356
19 C 2.104750 0.066201 0.032747
20 O 1.517013 -1.137681 0.402011
21 H 4.990786 -0.117987 1.641915
22 H 3.841815 -1.464134 1.472634
23 H 5.017793 -1.104764 0.194640
24 H 3.728224 3.326467 -0.978862
25 H 0.911102 3.011313 -2.755617
26 H 0.171778 3.556016 -1.234237
27 H 1.643661 5.146760 -2.347843
28 H -0.681333 1.533887 -1.395174
29 H -3.016348 1.113968 -0.027520
30 H -5.278307 0.134086 -0.030398
31 H -5.609283 -2.278776 -0.443228
32 H -3.708782 -3.719843 -1.038569
33 C -1.026466 -2.021666 3.591275
34 O -0.710409 -2.047264 2.149043
35 H -1.225684 -0.987498 3.853347
36 H -0.155434 -2.406304 4.113215
37 H -1.895221 -2.655381 3.734012

Atomic forces in eV per Å
Ta 0.04 0.09 -0.31
C 0.00 0.01 0.01
C 0.08 0.05 -0.03
N -0.02 -0.03 -0.01
C 0.04 0.04 0.00
C -0.06 -0.08 0.00
C 0.01 0.00 0.04
O -0.03 0.02 -0.06
C 0.01 0.00 0.02
C 0.13 0.03 0.04
N 0.00 -0.02 -0.02
C -0.01 0.01 0.10
C -0.11 -0.10 -0.04
C 0.09 0.16 0.02
C 0.02 -0.13 -0.03
C -0.10 0.06 0.03
C 0.15 -0.08 -0.06
I -0.08 0.05 0.11
C -0.05 0.06 -0.02
O -0.05 -0.05 0.04
H 0.00 -0.01 0.01
H -0.01 -0.01 0.00
H 0.00 0.01 -0.01
H 0.00 -0.01 0.01
H 0.00 0.00 -0.01
H 0.01 0.03 -0.01
H 0.00 -0.01 0.04
H -0.03 -0.03 -0.02
H 0.04 0.00 0.00
H 0.00 -0.01 0.00
H 0.01 -0.01 0.00
H 0.00 0.00 0.00
C 0.01 0.00 -0.05
O -0.12 -0.03 0.22
H 0.00 0.01 0.00
H 0.01 -0.01 0.00
H -0.01 -0.01 0.00

- Strongest force on any atom: 0.3 eV/A
- HOMO level: -18.488 eV
- Energy relative to the best compared isomer or geometry (same formula, charge and spin): 0.000 eV
- E_LUMO: -12.8 eV
- Net charge: +3